(1)
Molecular formula: C2H7NO2
Method: DFT, wB97M-V/def2-TZVPD

```
12
Properties=species:S:1:pos:R:3:nbo_charge:R:1
C 0.916 1.005 1.809 -0.72
C 1.262 1.168 0.317 0.71
N 0.181 0.531 -0.359 -0.92
O 2.209 1.771 -0.098 -0.52
H -0.064 1.470 1.889 0.22
H 0.935 -0.119 1.878 0.23
H 1.633 1.532 2.457 0.23
H -0.737 0.471 0.068 0.38
H 0.410 -0.448 -0.697 0.39
O -2.077 -2.786 -2.655 -0.92
H -1.731 -1.916 -2.395 0.46
H -2.939 -2.679 -2.213 0.46
```

SMILES: CC(N)=O.O
Highest occupied orbital energy (hartree): -0.3659
Frontier orbital gap (eV): 10.25
LUMO level (eV): 0.3
ΔE to the lowest compared entry with this formula, charge and spin (kJ/mol): 156.7


(2)
Molecular formula: C36H45ClN5NaO2Si
Method: DFT, wB97M-V/def2-TZVPD

```
91
Properties=species:S:1:pos:R:3:lowdin_charge:R:1
Na 0.349 0.117 -1.150 0.34
C -0.250 2.039 6.198 -0.08
C 0.201 1.352 4.935 -0.31
C 0.750 0.072 4.957 -0.08
C 1.141 -0.549 3.796 -0.04
C 1.015 0.049 2.515 -0.26
N 1.363 -0.623 1.403 0.09
C 2.491 -1.343 1.411 -0.27
C 3.643 -0.914 2.125 -0.03
C 4.829 -1.596 2.121 -0.06
C 4.975 -2.784 1.404 -0.31
C 6.270 -3.543 1.362 -0.08
C 3.874 -3.227 0.694 -0.01
C 2.670 -2.541 0.681 -0.14
N 1.643 -3.158 -0.074 -0.11
C 1.135 -4.375 0.197 -0.08
C 0.380 -4.753 -0.891 -0.08
C 0.502 -3.679 -1.781 -0.17
N 1.270 -2.734 -1.272 0.11
C 0.446 1.345 2.513 -0.12
C 0.055 1.957 3.695 0.00
N 0.294 2.099 1.336 -0.08
C 0.704 3.370 1.169 -0.07
C 0.243 3.783 -0.059 -0.05
C -0.442 2.676 -0.560 -0.15
N -0.411 1.672 0.298 0.06
H 0.347 1.720 7.055 0.06
H -1.297 1.800 6.412 0.07
H -0.167 3.122 6.097 0.07
H 0.881 -0.441 5.905 0.10
H 1.573 -1.541 3.840 0.11
H 3.559 0.012 2.674 0.11
H 5.671 -1.200 2.677 0.10
H 6.847 -3.395 2.275 0.06
H 6.886 -3.208 0.525 0.07
H 6.084 -4.609 1.233 0.06
H 3.943 -4.150 0.127 0.12
H 1.334 -4.869 1.129 0.12
H -0.181 -5.660 -1.009 0.08
H 0.065 -3.549 -2.751 0.09
H -0.362 2.957 3.644 0.12
H 1.315 3.864 1.898 0.12
H 0.395 4.734 -0.530 0.09
H -0.976 2.575 -1.483 0.10
O -2.068 0.406 -2.203 -0.33
O -0.860 -0.236 -2.700 -0.40
C -2.441 -2.202 -0.871 -0.11
Si -3.125 -0.800 -1.976 0.58
C -4.509 0.137 -0.983 -0.59
C -5.047 1.339 -1.755 -0.10
C -3.867 0.655 0.305 -0.09
C -5.682 -0.760 -0.600 -0.11
C -3.638 -1.620 -3.669 -0.58
C -2.364 -2.165 -4.311 -0.11
C -4.222 -0.586 -4.631 -0.10
C -4.629 -2.777 -3.517 -0.10
H -2.615 -3.188 -1.286 0.02
H -2.836 -2.193 0.139 0.02
H -1.368 -2.069 -0.804 0.01
H -4.223 1.951 -2.104 0.08
H -5.687 1.953 -1.115 0.07
H -5.636 1.022 -2.613 0.06
H -2.995 1.256 0.072 0.06
H -3.545 -0.167 0.937 0.07
H -4.577 1.266 0.869 0.08
H -6.246 -1.074 -1.477 0.06
H -6.368 -0.228 0.064 0.07
H -5.333 -1.650 -0.085 0.07
H -1.616 -1.380 -4.333 0.06
H -2.551 -2.533 -5.326 0.08
H -1.959 -2.972 -3.709 0.06
H -3.571 0.284 -4.668 0.08
H -5.217 -0.273 -4.318 0.06
H -4.302 -0.996 -5.642 0.07
H -4.263 -3.512 -2.803 0.06
H -4.776 -3.276 -4.478 0.07
H -5.598 -2.425 -3.169 0.06
Cl 3.159 3.975 -3.091 0.58
C 3.569 4.233 -1.404 -0.64
C 3.924 5.500 -1.036 -0.20
C 4.263 5.785 0.285 -0.19
C 4.245 4.731 1.203 -0.18
C 3.890 3.467 0.834 -0.11
C 3.500 3.112 -0.509 -0.41
C 3.137 1.849 -0.857 -0.07
H 3.944 6.285 -1.783 0.08
H 4.546 6.787 0.582 0.06
H 4.530 4.927 2.235 0.08
H 3.892 2.667 1.565 0.09
H 3.173 1.051 -0.131 0.02
H 2.905 1.571 -1.876 0.00
```

Highest occupied orbital energy (hartree): -0.0018
Frontier orbital gap (eV): 3.93
LUMO level (eV): 3.9
Total charge: -2


(3)
Molecular formula: C5H14NO5
Method: DFT, wB97M-V/def2-TZVPD

```
25
Properties=species:S:1:pos:R:3:nbo_charge:R:1
O 0.194 -1.430 -1.654 -0.81
C -0.052 -0.700 -0.642 0.75
O 0.732 -0.459 0.238 -0.77
C -1.587 -0.311 -0.304 -0.15
C -1.719 -0.736 1.126 -0.49
C -1.407 0.353 2.017 -0.12
C -1.461 1.660 1.923 -0.45
N -2.585 -1.169 -1.165 -0.86
H -1.911 0.785 -0.427 0.20
H -0.938 -1.416 1.408 0.24
H -2.747 -0.945 1.448 0.22
H -1.116 -0.011 3.016 0.18
H -1.851 2.485 1.182 0.19
H -0.971 2.309 2.668 0.19
H -2.504 -2.124 -1.152 0.34
H -2.147 -1.167 -2.066 0.36
H 2.546 -0.108 1.361 0.49
H 1.799 -0.793 2.285 0.46
O 2.531 -0.241 2.278 -0.95
H 1.859 -0.063 -3.250 0.48
H 1.795 -0.241 -1.740 0.51
O 2.272 0.279 -2.395 -0.99
H 0.688 2.207 -1.132 0.45
H 2.078 1.676 -1.357 0.49
O 1.632 2.350 -0.817 -0.97
```

Highest occupied orbital energy (hartree): -0.1893
Frontier orbital gap (eV): 8.85
LUMO level (eV): 3.7
ΔE to the lowest compared entry with this formula, charge and spin (kJ/mol): 311.6
Total charge: -1


(4)
Molecular formula: CHCl2FS2
Method: DFT, wB97M-V/def2-TZVPD

```
7
Properties=species:S:1:pos:R:3:nbo_charge:R:1
C -1.244 0.119 -0.053 0.22
F -1.991 -0.358 0.948 -0.31
S 2.060 -0.112 0.775 0.00
S 1.127 -1.655 -0.032 -0.16
Cl -0.484 1.584 0.272 0.09
Cl -1.912 -0.177 -1.597 0.06
H 2.444 0.598 -0.313 0.11
```

Highest occupied orbital energy (spin up / spin down) (hartree): -0.3224 / -0.3228
Frontier orbital gap (spin up / spin down) (eV): 7.17 / 8.15
LUMO level (spin up / spin down) (eV): -1.6 / -0.6
ΔE to the lowest compared entry with this formula, charge and spin (kJ/mol): 169.7


(5)
Molecular formula: C26H66AgCl4F2N3O12S2
Method: DFT, wB97M-V/def2-TZVPD

```
116
Properties=species:S:1:pos:R:3:mulliken_spin:R:1
Ag -3.049 1.048 1.957 0.00
N -1.690 0.443 0.365 0.00
S -1.490 1.161 -1.016 0.00
O -1.902 0.362 -2.175 -0.01
O -0.442 2.121 -1.155 0.00
F -2.802 2.079 -0.855 0.00
S -0.192 -0.379 0.340 0.00
O 1.015 0.391 0.508 0.00
O -0.173 -1.549 -0.504 0.00
F -0.398 -1.031 1.773 0.00
Cl -0.870 -5.589 -1.792 0.00
C -1.313 -3.905 -1.609 0.00
C -2.680 -3.657 -2.188 0.00
Cl -3.897 -4.421 -1.109 0.00
H -0.540 -3.273 -2.059 -0.01
H -1.128 -3.664 -0.561 0.00
H -2.746 -4.167 -3.146 0.00
H -2.930 -2.600 -2.240 0.00
Cl 1.387 3.431 -5.398 0.00
C -0.310 3.931 -5.162 0.00
C -0.385 4.569 -3.784 0.00
Cl -2.076 4.915 -3.406 0.00
H -0.939 3.044 -5.172 0.00
H -0.568 4.574 -5.998 0.00
H 0.162 5.512 -3.818 0.00
H 0.018 3.987 -2.959 0.00
C -0.161 -0.450 -6.220 0.20
C -0.661 -1.447 -5.153 0.06
C -1.537 -2.517 -5.793 0.01
O 0.468 -1.962 -4.525 0.73
H 0.464 -0.940 -6.969 0.00
H 0.494 0.324 -5.811 -0.01
H -0.963 0.058 -6.751 0.00
H -1.154 -0.914 -4.315 0.01
H -2.391 -2.901 -5.239 0.01
H -0.890 -3.359 -6.058 0.00
H -1.939 -2.223 -6.763 0.00
H 0.770 -1.226 -3.911 -0.01
C -6.317 -0.641 0.065 0.00
C -5.410 0.536 -0.119 0.00
C -5.935 1.456 -1.204 0.00
O -5.120 1.272 1.083 0.00
H -6.030 -1.336 0.855 0.00
H -6.396 -1.283 -0.814 0.00
H -7.339 -0.312 0.280 0.00
H -4.429 0.219 -0.483 0.00
H -6.146 0.906 -2.119 0.00
H -5.353 2.367 -1.312 0.00
H -6.929 1.791 -0.870 0.00
H -5.892 1.824 1.263 0.00
C 2.670 5.824 0.227 0.00
C 1.294 5.767 0.896 0.00
C 0.414 4.724 0.227 0.00
O 1.435 5.443 2.284 0.00
H 3.090 4.854 -0.053 0.00
H 3.378 6.401 0.819 0.00
H 2.567 6.321 -0.744 0.00
H 0.826 6.741 0.750 0.00
H 0.944 3.777 0.338 0.00
H 0.339 4.994 -0.830 0.00
H -0.589 4.591 0.627 0.00
H 1.838 4.560 2.322 0.00
C 1.687 -3.764 1.035 0.00
C 3.010 -3.145 0.628 0.00
C 4.044 -3.167 1.769 0.00
O 3.632 -3.963 -0.377 0.00
H 0.988 -3.820 0.197 0.00
H 1.136 -3.179 1.776 0.00
H 1.776 -4.757 1.478 0.00
H 2.951 -2.114 0.269 0.00
H 3.787 -2.260 2.327 0.00
H 5.080 -3.077 1.455 0.00
H 3.912 -4.045 2.399 0.00
H 3.050 -4.065 -1.140 0.00
C 4.047 1.673 1.333 0.00
C 3.372 2.237 2.607 0.00
C 3.984 3.521 3.111 0.00
O 1.987 2.437 2.283 0.00
H 5.089 1.439 1.559 0.00
H 4.006 2.450 0.568 0.00
H 3.562 0.769 0.964 0.00
H 3.382 1.506 3.424 0.00
H 3.341 4.034 3.827 0.00
H 4.058 4.228 2.279 0.00
H 4.965 3.343 3.546 0.00
H 1.685 1.812 1.612 0.00
C 0.032 -3.333 6.439 0.00
C 1.260 -2.464 6.326 0.00
C 1.419 -1.904 4.904 0.00
O 0.985 -1.433 7.253 0.00
H 0.021 -3.802 7.420 0.00
H 0.081 -4.166 5.726 0.00
H -0.850 -2.784 6.118 0.00
H 2.165 -3.035 6.561 0.00
H 1.545 -2.665 4.134 0.00
H 2.216 -1.161 4.852 0.00
H 0.488 -1.398 4.628 0.00
H 1.608 -0.700 7.218 0.00
O -3.369 -1.125 2.407 0.00
C -3.157 -2.309 2.689 0.00
N -3.882 -3.269 2.103 0.00
C -2.148 -2.745 3.688 0.00
H -4.450 -3.008 1.315 0.00
H -3.841 -4.223 2.411 0.00
H -1.213 -2.946 3.161 0.00
H -2.488 -3.623 4.235 0.00
H -1.917 -1.930 4.369 0.00
O 1.466 -0.220 -2.796 0.01
C 2.580 0.177 -2.452 0.00
N 3.609 -0.636 -2.173 0.00
C 2.931 1.646 -2.479 0.00
H 3.537 -1.639 -2.232 0.00
H 4.498 -0.174 -2.092 0.00
H 3.920 2.000 -2.192 0.00
H 2.213 2.145 -1.821 0.00
H 2.739 2.058 -3.469 0.00
```

Highest occupied orbital energy (spin up / spin down) (hartree): -0.4110 / -0.4110
Frontier orbital gap (spin up / spin down) (eV): 8.64 / 3.04
LUMO level (spin up / spin down) (eV): -2.5 / -8.1
Total charge: +1
Multiplicity: 2


| no. | total energy (hartree) |
| --- | --- |
| 1 | -285.6121 |
| 2 | -2735.0349 |
| 3 | -629.8673 |
| 4 | -1855.2389 |
| 5 | -5080.9073 |